Entry 1:
Formula: C14H11BrN4O
Source: the OMol25 dataset
Level of theory: ωB97M-V/def2-TZVPD

Element x y z (Å)
Br -4.135594 6.136401 3.056637
C -3.027749 4.744650 2.377437
C -3.605919 3.652045 1.760184
C -2.805004 2.637020 1.264065
C -1.422387 2.719836 1.388215
O -0.540638 1.783071 0.938468
C -1.046800 0.633886 0.293650
C 0.104732 -0.220795 -0.101920
N 0.040420 -1.365535 -0.732232
C 1.338208 -1.745648 -0.859081
C 1.768277 -2.975298 -1.505750
C 3.129304 -3.283585 -1.575563
C 3.507017 -4.459321 -2.196588
C 2.523404 -5.283187 -2.723903
C 1.199973 -4.883009 -2.600560
N 0.826947 -3.765103 -2.011038
N 2.183945 -0.875637 -0.330331
N 1.395485 0.088862 0.148102
C -0.854756 3.831179 2.014853
C -1.651184 4.841604 2.508692
H -4.678557 3.586658 1.662890
H -3.275724 1.793317 0.786031
H -1.618123 0.900896 -0.606616
H -1.704652 0.059805 0.961584
H 3.848201 -2.604076 -1.147545
H 4.550584 -4.731122 -2.269795
H 2.775740 -6.209319 -3.216847
H 0.394628 -5.489274 -2.995197
H 1.770826 0.899605 0.614683
H 0.218461 3.883559 2.104974
H -1.209065 5.698516 2.992501

Atomic forces in eV per Å
Br 0.1 -0.1 -0.1
C -0.2 0.1 0.0
C 0.0 0.3 0.1
C 0.3 -0.3 -0.1
C -0.1 0.3 0.2
O 0.2 0.0 0.0
C -0.4 -0.1 -0.1
C 0.5 0.1 0.1
N -0.5 0.0 0.0
C -0.3 1.1 0.6
C 0.6 -0.6 -0.3
C -0.2 0.0 0.0
C -0.1 0.0 0.0
C 0.0 0.1 0.0
C 0.2 -0.4 -0.2
N -0.3 0.4 0.2
N 0.6 -0.4 -0.2
N -0.6 0.0 -0.1
C 0.0 -0.3 -0.1
C -0.1 0.0 0.0
H -0.1 0.0 0.0
H 0.0 -0.1 -0.1
H 0.1 0.0 0.2
H 0.1 0.1 -0.1
H 0.1 0.0 0.0
H 0.1 0.0 0.0
H 0.0 -0.1 0.0
H 0.0 -0.1 -0.1
H 0.0 -0.1 -0.1
H 0.1 0.0 0.0
H 0.0 0.1 0.0

Results
- HOMO-LUMO gap (eV) = 9.50
- SMILES = Brc1ccc(OCc2nc(-c3ccccn3)n[nH]2)cc1
- HOMO (eV) = -8.85
- maximum force (eV/Å) = 1.27
- E_tot (eV) = -92746.7301

=====

Entry 2:
Formula: C11H11BF4S5V
Source: the OMol25 dataset
Level of theory: ωB97M-V/def2-TZVPD

Element x y z (Å)
V -0.602006 1.047471 -0.300841
C 2.917469 1.207761 -0.332783
C 1.602403 1.793027 0.088903
C 0.927975 2.730434 -0.721294
C -0.259733 3.350259 -0.278630
C -0.808095 3.026601 0.968684
C -0.189323 2.033949 1.746239
C 1.003524 1.427622 1.314073
H 2.767651 0.348008 -0.987384
H 3.474769 0.872020 0.540787
H 3.508037 1.957929 -0.856983
H 1.347250 2.995576 -1.682383
H -0.753222 4.075164 -0.910562
H -1.721970 3.493315 1.303192
H -0.634302 1.730687 2.683529
H 1.484657 0.685640 1.936023
F -2.240284 -0.050387 0.347017
B -3.209812 0.690094 -0.514536
F -2.297219 1.045353 -1.604381
F -3.546661 1.844821 0.157936
F -4.236441 -0.081442 -0.886191
C 1.763004 -2.571039 1.452604
S 2.007145 -3.381284 -0.137804
C 0.354249 -3.334125 -0.727015
C -0.297883 -2.274015 -1.238183
S 0.395808 -0.688629 -1.563315
S -1.942028 -2.571314 -1.718910
C -2.050688 -4.237214 -1.278393
S -3.390078 -5.156095 -1.499898
S -0.566521 -4.813999 -0.619028
H 2.744975 -2.433855 1.906112
H 1.143745 -3.166637 2.121207
H 1.303612 -1.595692 1.292192

Atomic forces in eV per Å
V -0.5 -0.7 -0.5
C 0.0 0.0 0.1
C 0.0 0.2 0.1
C 0.1 0.1 0.2
C 0.2 -0.1 0.1
C 0.1 -0.1 0.0
C 0.2 0.1 0.0
C 0.1 0.3 0.0
H 0.0 0.0 0.0
H 0.0 0.0 0.0
H 0.0 0.0 0.0
H 0.0 0.0 0.0
H 0.0 0.0 0.0
H 0.0 -0.1 0.0
H 0.0 0.0 0.0
H 0.0 0.0 0.0
F -0.1 0.1 0.1
B 0.0 0.1 0.2
F -0.1 0.2 0.2
F 0.0 0.0 0.0
F 0.1 -0.1 -0.1
C 0.0 0.1 0.2
S 0.0 0.0 -0.1
C -0.1 -0.1 0.1
C 0.1 0.3 -0.1
S 0.2 -0.3 0.0
S -0.2 0.2 -0.1
C 0.0 -0.1 -0.1
S 0.1 0.0 0.1
S 0.1 -0.2 0.1
H 0.0 0.0 0.0
H 0.0 0.0 -0.1
H 0.0 0.0 0.0

Results
- spin multiplicity = 4
- HOMO-LUMO gap (alpha / beta) (eV) = 7.12 / 6.10
- HOMO (alpha / beta) (eV) = -7.50 / -7.53
- relative energy (zero: lowest compared OMol25 entry of this formula, charge and spin) (kJ/mol) = 0.0
- maximum force (eV/Å) = 0.99
- E_tot (eV) = -103002.7692

=====

Entry 3:
Formula: C26H43CoN2O3S4SbSe2
Source: the OMol25 dataset
Level of theory: ωB97M-V/def2-TZVPD

Element x y z (Å)
Co 0.838987 0.347447 0.024094
S 2.427990 2.319034 2.437306
C 3.208335 1.027966 1.732316
N 2.876302 0.346303 0.638986
C 3.844844 -0.564582 0.261352
C 3.852656 -1.311340 -0.919998
C 4.911628 -2.165777 -1.180447
C 5.967664 -2.313123 -0.280227
C 5.982545 -1.568062 0.890609
C 4.936060 -0.692224 1.143626
S 4.739471 0.435208 2.444058
H 3.043739 -1.183077 -1.622483
H 4.917973 -2.729703 -2.107122
H 6.782225 -2.993475 -0.499906
H 6.806231 -1.651061 1.589969
O -1.582720 1.749695 -3.275124
C -0.870396 2.938646 -3.512285
C -0.109490 3.514681 -2.304562
C 0.083024 5.000541 -2.661611
O 0.996874 5.710314 -1.833254
C -0.939182 3.464948 -1.012848
Se -1.053186 1.855564 0.126318
C 1.276306 2.875777 -2.146798
Se 1.344981 0.922808 -2.381686
H -0.919130 1.134515 -2.899512
H -1.612476 3.672941 -3.849405
H -0.143319 2.799735 -4.327455
H -0.895980 5.498911 -2.631518
H 0.468568 5.077634 -3.685245
H 1.078898 5.229011 -1.002054
H -1.974337 3.720708 -1.257515
H -0.572159 4.241531 -0.336018
H 1.679353 3.075929 -1.152502
H 1.959444 3.312882 -2.878804
O 0.872238 -1.771185 -0.701800
S 0.557425 -3.119595 -0.141994
C 1.345094 -3.266760 1.490302
C 2.044551 -4.615520 1.500620
C 2.772892 -4.694220 0.161213
C 1.741706 -4.306131 -0.893634
H 0.595913 -3.128832 2.268061
H 2.052428 -2.434457 1.535772
H 1.309561 -5.423348 1.584446
H 2.721581 -4.695358 2.352070
H 3.197369 -5.681511 -0.035013
H 3.588057 -3.969862 0.157593
H 1.144953 -5.160779 -1.217772
H 2.149976 -3.801316 -1.768621
C -4.834975 0.063642 0.711431
C -4.544574 -0.372519 -0.722049
C -4.512552 0.829226 -1.661114
Sb -2.622818 -1.404138 -0.749128
C -3.374857 -3.381570 -0.092094
C -4.859632 -3.666398 -0.276773
C -2.982169 -3.549973 1.375576
C -2.586939 -1.767724 -2.904465
C -1.287614 -2.480951 -3.267152
C -3.798132 -2.484076 -3.484129
H -5.789004 0.602860 0.770847
H -4.049333 0.732609 1.071472
H -4.888810 -0.785856 1.398397
H -5.311292 -1.079457 -1.053487
H -3.654464 1.469570 -1.449696
H -5.424919 1.429389 -1.543579
H -4.441151 0.530809 -2.708586
H -2.792992 -4.093065 -0.691408
H -5.465272 -2.943586 0.276608
H -5.119239 -4.661952 0.109346
H -5.169661 -3.622214 -1.321686
H -3.579492 -2.893919 2.015650
H -1.937195 -3.296384 1.561676
H -3.149231 -4.578655 1.720323
H -2.542475 -0.752160 -3.307271
H -1.258217 -3.489146 -2.836038
H -0.416435 -1.932192 -2.902653
H -1.188502 -2.588156 -4.354333
H -3.820980 -3.531138 -3.166346
H -3.764814 -2.479578 -4.581528
H -4.739650 -2.021404 -3.179604
S -0.360151 -1.659613 4.210610
C -0.015253 -0.906418 2.789131
N 0.200384 -0.449600 1.741639

Atomic forces in eV per Å
Co -0.1 0.1 -0.5
S 0.0 0.0 0.0
C 0.1 0.0 -0.1
N -0.1 -0.2 0.1
C 0.0 0.0 0.0
C 0.0 0.0 0.0
C 0.0 0.0 0.0
C 0.0 0.0 0.0
C 0.0 0.0 0.0
C 0.0 0.0 0.0
S -0.1 0.0 0.0
H 0.0 0.0 0.0
H 0.0 0.0 0.0
H 0.0 0.0 0.0
H 0.0 0.0 0.0
O -0.1 0.0 0.0
C 0.0 0.0 0.0
C 0.0 0.0 0.0
C 0.0 0.0 0.0
O 0.0 0.0 0.0
C 0.0 -0.1 0.0
Se -0.1 0.0 0.0
C 0.0 0.0 -0.1
Se 0.0 0.0 0.6
H 0.0 0.0 0.0
H 0.0 0.0 0.0
H 0.0 0.0 0.0
H 0.0 0.0 0.0
H 0.0 0.0 0.0
H 0.0 0.0 0.0
H 0.0 0.0 0.0
H 0.0 0.0 0.0
H 0.0 0.0 0.0
H 0.0 0.0 0.0
O 0.2 0.1 -0.3
S 0.0 0.0 0.3
C 0.0 -0.1 0.0
C 0.0 0.0 0.0
C 0.0 0.0 0.0
C 0.0 0.0 0.0
H 0.1 -0.1 0.0
H 0.0 0.0 0.0
H 0.0 0.0 0.0
H 0.0 0.0 0.0
H 0.0 0.0 0.0
H 0.0 0.0 0.0
H 0.0 0.0 0.0
H 0.0 0.0 0.0
C 0.0 0.0 0.0
C 0.1 0.0 0.0
C 0.0 0.0 0.0
Sb -0.1 -0.1 0.1
C 0.0 0.0 -0.1
C 0.0 0.0 0.0
C 0.0 0.0 0.0
C 0.0 0.0 0.1
C 0.0 0.0 0.0
C 0.0 0.0 0.0
H 0.0 0.0 0.0
H 0.0 0.0 0.0
H 0.0 0.0 0.0
H 0.0 0.0 0.0
H 0.0 0.0 0.0
H 0.0 0.0 0.0
H 0.0 0.0 0.0
H 0.0 0.0 0.0
H 0.0 0.0 0.0
H 0.0 0.0 0.0
H 0.0 0.0 0.0
H 0.0 0.0 0.0
H 0.0 0.0 0.0
H 0.0 0.0 0.0
H 0.0 0.0 0.0
H 0.0 0.0 0.0
H 0.0 0.0 0.0
H 0.0 0.0 0.0
H 0.0 0.0 0.0
H 0.0 0.0 0.0
H 0.0 0.0 0.0
S 0.0 0.0 0.1
C -0.3 0.1 -0.1
N 0.3 0.2 0.1

Results
- spin multiplicity = 2
- HOMO-LUMO gap (alpha / beta) (eV) = 5.30 / 5.34
- HOMO (alpha / beta) (eV) = -1.39 / -1.42
- relative energy (zero: lowest compared OMol25 entry of this formula, charge and spin) (kJ/mol) = 19.2
- maximum force (eV/Å) = 0.61
- charge = -2
- E_tot (eV) = -254983.2267